{
  "formula": "C7H14N2O2S",
  "method": "ωB97M-V with the def2-TZVPD basis set",
  "elements": ["C", "C", "C", "C", "C", "C", "C", "H", "H", "H", "H", "H", "H", "H", "H", "H", "H", "H", "H", "H", "H", "N", "N", "O", "O", "S"],
  "xyz": [[-1.49066, 2.61604, -0.11237], [-1.85222, 1.28627, 0.28590], [-2.24687, -1.43711, 0.24768], [-0.76269, -2.19356, -0.26332], [1.42520, -0.94823, 0.11610], [2.25540, -0.01911, 1.11253], [3.41701, 0.68276, 0.27607], [-2.16548, 3.03926, -0.71157], [-0.59170, 2.77699, -0.85495], [-1.58012, 3.16560, 0.81804], [-2.06780, -0.82516, 1.42390], [-3.45052, -2.06485, 0.24113], [-0.71424, -3.25090, 0.05595], [-0.45427, -2.04024, -1.37598], [-0.16601, -0.97816, 1.47494], [1.82880, 0.72209, 1.85532], [2.84701, -0.90759, 1.62851], [4.30847, 1.17689, 0.57664], [3.87042, -0.16334, -0.31841], [2.46916, 0.82290, -1.43762], [2.03339, 2.11887, -0.53196], [0.27735, -1.57564, 0.67442], [2.85854, 1.55232, -0.92924], [-1.73511, 0.90125, 1.36376], [1.97285, -1.33647, -0.92234], [-2.15570, 0.00814, -0.91044]],
  "forces_ev_per_angstrom": [[2.9394, 1.1370, -0.1923], [0.5922, -1.5526, -4.7572], [0.0039, -0.2447, 0.8995], [-0.6247, 0.3490, 1.9695], [0.5145, -0.9723, 0.5854], [2.7623, -0.7912, 0.0618], [-1.6516, -1.2350, -3.9531], [-3.4010, 1.4468, -2.4322], [-0.9901, -0.7489, 2.2373], [1.0878, 0.5752, -0.0259], [-0.7579, -2.3333, -3.7544], [4.2426, 1.8829, -0.2918], [-0.5611, 0.3339, -0.7623], [-0.7785, -0.1758, 2.1634], [1.2053, -1.5522, -2.1061], [-0.1943, -1.3529, -0.9240], [-1.3156, 1.9191, -0.1874], [0.0574, 0.6441, 1.7752], [-0.4622, 0.6528, 0.6929], [-1.2306, -1.2385, -1.6655], [1.5925, -1.0387, -0.8614], [-0.4654, 2.8680, -0.2687], [-0.0787, 1.2831, 4.0320], [0.3944, -0.2188, 6.7945], [-1.6274, 0.7769, 1.3607], [-1.2531, -0.4143, -0.3898]],
  "total_charge": 0,
  "orbital_gap_ha": 0.364,
  "e_lumo_ev": 0.53,
  "spin_multiplicity": 1,
  "energy_ha": -933.135234
}

***

{
  "formula": "C20H39As3O4SSn",
  "method": "ωB97M-V with the def2-TZVPD basis set",
  "elements": ["Sn", "C", "C", "C", "C", "C", "C", "C", "C", "C", "H", "H", "H", "H", "H", "H", "H", "H", "H", "H", "H", "H", "C", "As", "C", "C", "C", "C", "C", "As", "C", "C", "C", "As", "C", "C", "H", "H", "H", "H", "H", "H", "H", "H", "H", "H", "H", "H", "H", "H", "H", "H", "H", "H", "H", "H", "H", "H", "H", "H", "H", "H", "H", "O", "S", "O", "O", "O"],
  "xyz": [[0.55304, -1.72787, 2.79964], [2.61287, -4.57040, 1.69493], [2.78426, -3.18426, 1.14042], [3.10348, -2.11117, 1.99141], [3.33497, -0.81782, 1.48447], [3.85939, 0.25530, 2.39854], [3.18513, -0.60416, 0.12104], [2.87259, -1.65292, -0.74470], [2.83252, -1.42225, -2.23140], [2.66785, -2.92723, -0.21944], [3.58237, -4.98982, 1.96939], [2.14908, -5.23608, 0.97056], [2.00436, -4.57997, 2.60265], [3.35439, -2.31313, 3.03054], [4.92544, 0.09340, 2.57019], [3.38132, 0.23975, 3.38136], [3.75055, 1.24739, 1.96695], [3.37959, 0.38368, -0.28550], [2.47143, -0.42296, -2.47925], [2.21862, -2.16226, -2.74484], [3.83890, -1.50590, -2.64660], [2.43672, -3.74852, -0.88953], [-3.84583, -1.80757, -1.80417], [-2.01892, -1.60122, -1.34455], [-1.02178, -3.05894, -2.05571], [-1.08682, -0.01054, -1.82847], [-1.48609, 1.35058, -1.19986], [-2.94676, 1.36108, -0.74564], [-0.54738, 1.75172, -0.05292], [-0.19162, 0.79254, 1.62053], [-1.81750, 1.02552, 2.66380], [0.89934, 2.17638, 2.41381], [-1.27606, 2.38259, -2.33767], [-1.32508, 4.37726, -2.20724], [-2.57180, 4.78881, -0.75064], [0.34085, 4.72867, -1.22987], [-3.96436, -1.55438, -2.85756], [-4.45609, -1.15830, -1.18348], [-4.09741, -2.85298, -1.63172], [-1.11992, -2.94204, -3.13697], [-1.45448, -4.00269, -1.73279], [0.01881, -2.98042, -1.74981], [-1.19782, 0.01402, -2.91647], [-0.04142, -0.26289, -1.62400], [-3.14417, 0.64088, 0.05231], [-3.61396, 1.14953, -1.58449], [-3.22313, 2.33902, -0.36158], [-0.90285, 2.69643, 0.35790], [0.45543, 1.93644, -0.44582], [-2.21355, 2.02569, 2.49020], [-1.56767, 0.93130, 3.72035], [-2.56842, 0.28100, 2.41117], [0.27962, 3.06896, 2.48957], [1.76722, 2.38274, 1.79328], [1.22951, 1.88447, 3.40877], [-2.00255, 2.15766, -3.12439], [-0.29028, 2.21866, -2.78803], [-3.59299, 4.53247, -1.02811], [-2.52782, 5.87102, -0.62762], [-2.31734, 4.33305, 0.20690], [1.17312, 4.21770, -1.71539], [0.30093, 4.45601, -0.17592], [0.52937, 5.79928, -1.29749], [-2.38895, -3.88921, 0.66631], [-1.59903, -2.86154, 1.24963], [-0.11728, -2.94086, 1.00850], [-1.76303, -2.49616, 2.65500], [-1.99290, -1.49454, 0.44955]],
  "forces_ev_per_angstrom": [[0.3254, -0.1143, -0.1308], [0.0413, 0.0324, -0.0245], [0.0187, 0.0027, 0.0227], [0.0047, -0.0347, -0.0974], [0.0568, 0.0449, 0.0652], [-0.0177, -0.0323, -0.0175], [-0.0254, 0.0439, 0.0124], [-0.0139, -0.0450, -0.0349], [0.0035, 0.0132, 0.0346], [-0.0109, 0.0231, -0.0404], [0.0080, 0.0037, -0.0137], [-0.0052, 0.0043, -0.0072], [-0.0204, 0.0250, 0.0250], [-0.0126, -0.0344, 0.0058], [-0.0020, -0.0087, 0.0116], [-0.0156, -0.0086, -0.0207], [0.0017, 0.0150, -0.0116], [0.0109, -0.0177, 0.0023], [-0.0029, -0.0003, 0.0116], [-0.0118, -0.0094, 0.0106], [0.0012, 0.0023, 0.0066], [0.0202, -0.0016, 0.0066], [-0.0690, 0.0235, 0.0124], [-0.0234, 0.1033, 0.3717], [-0.0196, -0.0330, 0.1474], [0.0566, 0.0892, 0.0656], [-0.0142, 0.0936, 0.0686], [-0.0219, -0.0462, -0.0315], [0.1842, -0.1013, -0.1739], [-0.3823, -0.4048, 0.2430], [-0.0081, 0.0562, -0.0374], [0.0185, 0.0382, 0.0604], [-0.0438, -0.0249, 0.0425], [-0.0229, 0.0879, -0.0623], [0.0103, -0.0094, 0.0224], [0.0173, 0.0044, 0.0259], [-0.0452, -0.0170, -0.0126], [-0.0311, 0.0122, -0.0082], [-0.0492, -0.0034, -0.0053], [0.0642, -0.0740, -0.0324], [0.0032, -0.0004, -0.0195], [0.0080, -0.0019, 0.0026], [0.0020, 0.0609, -0.0296], [0.0477, 0.0349, -0.0483], [0.0323, -0.0158, -0.0149], [-0.0003, 0.0086, -0.0128], [0.0130, 0.0468, -0.0181], [0.0040, 0.1009, -0.0923], [-0.0028, 0.0225, -0.0598], [-0.0120, 0.0103, 0.0100], [-0.0162, -0.0068, 0.0272], [0.0280, -0.0172, -0.0136], [0.0648, 0.0627, 0.0391], [0.0109, 0.0120, -0.0211], [-0.0002, 0.0152, 0.0162], [-0.0012, -0.0158, 0.0108], [-0.0020, -0.0300, 0.0025], [0.0030, -0.0052, -0.0011], [-0.0096, 0.0004, 0.0075], [-0.0127, -0.0012, 0.0094], [-0.0066, 0.0032, 0.0010], [0.0190, 0.0059, 0.0027], [0.0071, -0.0003, 0.0020], [0.3367, 0.1202, 0.1873], [-0.1212, 0.1321, 0.0970], [-0.2932, 0.1535, 0.2109], [-0.1684, 0.1548, -0.5563], [0.0925, -0.5486, -0.2514]],
  "total_charge": 2,
  "orbital_gap_ha": 0.261,
  "e_lumo_ev": -6.36,
  "spin_multiplicity": 1,
  "energy_ha": -8405.703343
}

***

{
  "formula": "C13H22IN2O3P",
  "method": "ωB97M-V with the def2-TZVPD basis set",
  "elements": ["O", "I", "N", "O", "O", "C", "C", "C", "C", "C", "C", "N", "C", "C", "C", "C", "C", "C", "C", "P", "H", "H", "H", "H", "H", "H", "H", "H", "H", "H", "H", "H", "H", "H", "H", "H", "H", "H", "H", "H", "H", "H"],
  "xyz": [[-2.08540, 1.71213, -2.09276], [3.58921, 2.23956, -0.17725], [0.60194, -0.29716, -0.40071], [-0.27866, 0.23150, -1.39225], [-2.55158, 1.35409, 0.39155], [1.83824, -0.52640, -0.82246], [4.77152, -0.34497, 1.48810], [4.84482, -1.69257, 1.89296], [3.77710, 0.08108, 0.56596], [3.90119, -2.58837, 1.38063], [2.88573, -0.92102, 0.11071], [2.96639, -2.21538, 0.48211], [2.19993, -0.45286, -2.30068], [1.94829, -3.17800, 0.05711], [-2.93836, 3.24116, 1.80910], [-4.47111, 2.67766, -0.08913], [-2.03377, -1.81033, -0.25697], [-2.99596, 2.74074, 0.39452], [-2.59283, -0.56844, -0.93126], [-1.60765, 1.00993, -0.87818], [5.40907, 0.38734, 1.93946], [5.59448, -1.95935, 2.61575], [3.86986, -3.62936, 1.74410], [3.15783, -0.94645, -2.47847], [2.30045, 0.58233, -2.62559], [1.38407, -0.89839, -2.89399], [1.02041, -2.86593, 0.52999], [2.19238, -4.20427, 0.36611], [1.85689, -3.15968, -1.05336], [-1.92565, 3.26939, 2.18429], [-3.28955, 4.26891, 1.76020], [-3.57114, 2.68712, 2.52711], [-4.89087, 3.68546, -0.28260], [-4.54170, 1.99305, -0.98345], [-5.08632, 2.27466, 0.72631], [-1.16095, -2.19111, -0.82586], [-1.76509, -1.59519, 0.78311], [-2.82130, -2.55683, -0.27082], [-2.37784, 3.37255, -0.26721], [-3.56154, -0.33803, -0.53526], [-2.79077, -0.79066, -1.97243], [-0.77178, 1.92210, -0.21850]],
  "forces_ev_per_angstrom": [[-0.0148, 0.6362, -1.3171], [0.2014, -2.5734, 0.9998], [1.3381, 0.8644, -1.0549], [6.1190, -3.5053, -0.2287], [-2.0320, 1.8772, 2.0324], [-3.9353, 0.6522, -1.7569], [-1.2973, 0.1493, -0.8280], [-1.2675, 0.6814, -1.0683], [0.5780, -0.3041, 0.3124], [1.0671, -0.3448, 0.9243], [-0.2597, 1.4817, -0.0561], [1.1574, 0.3518, 1.1819], [-0.0876, 0.0444, 0.3277], [-0.5817, -0.4094, -0.8469], [-0.2583, 0.5702, 0.2671], [0.2283, -0.0235, -0.4507], [0.0218, 0.0254, -0.2209], [-0.8795, -1.4978, 0.3356], [0.6227, -0.7384, -0.2197], [-3.3472, 0.9975, 0.2544], [0.4218, 0.2087, 0.0500], [-0.0438, -0.4131, 0.0857], [-0.0212, 0.6610, -0.4761], [-0.0796, -0.0999, -0.1461], [-0.1054, 0.0558, -0.0013], [0.3760, 0.1203, 0.2481], [-0.2205, -0.1201, -0.2864], [0.2405, 0.5635, 0.0325], [-0.0410, 0.1168, 0.8942], [0.3754, -0.1075, 0.1116], [-0.1458, 0.3125, 0.3683], [0.2449, 0.0626, -0.5316], [0.3143, -0.4475, -0.2531], [0.0382, 1.0295, 0.8503], [0.1703, -0.1858, -0.1651], [-0.3272, 0.0505, 0.4539], [0.1174, -0.2016, -0.0860], [0.0801, -0.5094, 0.1602], [-0.1681, -0.3851, 0.1527], [-0.4206, 0.0921, 0.3879], [0.3293, -0.0320, -0.5018], [1.4920, 0.2937, 0.0644]],
  "total_charge": 0,
  "orbital_gap_ha": 0.166,
  "e_lumo_ev": -2.01,
  "spin_multiplicity": 1,
  "energy_ha": -1482.642889
}

***

Asked for HOMO level across the records above, the calculation gives -0.3448 -0.4950 -0.2401 Eh in order.